1.
The following is a DFT calculation (the ωB97M-V functional and the def2-TZVPD basis) of a cluster of 2 separate species, C4H9IO2Si in total in a non-equilibrium geometry.

Summary:
E_LUMO (alpha / beta)	-0.77 / 0.15	eV
2S+1	1
HOMO energy (alpha / beta)	-0.3068 / -0.2762	Ha
HOMO-LUMO gap (alpha / beta)	7.6 / 7.7	eV
ΔE to the lowest compared entry with this formula, charge and spin	390.8	kJ/mol

Each line ends with the natural charge from an NBO analysis.
Positions of all 17 atoms, in Å:
1 C 2.61269 0.90338 1.13378  -0.53
2 C 1.75302 0.02041 1.30766  -0.14
3 C -2.18005 1.50206 1.13657  -0.25
4 C -1.30257 -1.58770 -2.84372  -0.22
5 O -2.26593 0.83408 -0.07672  -0.91
6 O -1.58623 -0.69695 -1.81014  -0.94
7 Si -0.96140 0.38111 -0.85978  1.57
8 I 0.14207 2.04413 -2.32722  -0.32
9 H 3.45816 0.95995 1.82073  0.21
10 H 2.73924 1.56315 0.15251  0.23
11 H 1.30327 -0.67334 2.00268  0.20
12 H -2.80501 1.04907 1.82448  0.18
13 H -2.47958 2.58501 0.94404  0.18
14 H -1.19320 1.58242 1.59293  0.18
15 H -0.83750 -1.08082 -3.64838  0.19
16 H -2.12077 -2.18951 -3.01488  0.19
17 H -0.48496 -2.20347 -2.47360  0.17

***

2.
The following is a DFT calculation (the ωB97M-V functional and the def2-TZVPD basis) of a structure of composition C4H9MgO4Sc in a non-equilibrium geometry.

Summary:
E_LUMO (alpha / beta)	-4.85 / -5.35	eV
charge	+1
2S+1	2
HOMO energy (alpha / beta)	-0.3781 / -0.3773	Ha
HOMO-LUMO gap (alpha / beta)	5.4 / 4.9	eV
⟨S²⟩	0.7511

Each line ends with the natural charge from an NBO analysis.
Positions of all 19 atoms, in Å:
1 O 2.41123 1.40830 -0.58248  -1.34
2 Sc 3.78229 0.57848 0.71895  1.60
3 O 2.15492 -0.71893 0.71524  -1.06
4 C 1.61020 -1.81557 0.08798  0.24
5 O 0.23083 -1.67829 -0.19160  -0.58
6 C -0.12761 -0.57469 -1.06392  -0.49
7 C -1.45177 -0.05200 -0.57942  -0.14
8 O -1.18580 0.83261 0.54477  -0.68
9 C -2.30306 1.37466 1.21082  -0.25
10 Mg 0.85662 0.82689 0.45874  1.69
11 H 1.77120 -2.68328 0.75052  0.17
12 H 2.07502 -2.00473 -0.90219  0.14
13 H -0.22761 -0.93262 -2.09806  0.19
14 H 2.24545 1.18685 -1.67586  0.56
15 H -2.12985 -0.83885 -0.20353  0.19
16 H -1.96103 0.53785 -1.35766  0.19
17 H -1.93447 2.07752 1.96616  0.19
18 H -2.95098 1.90941 0.49940  0.19
19 H -2.86556 0.56639 1.70213  0.20